C7H10ClNO4Os | ωB97M-V/def2-TZVPD

Properties
- relative energy (zero: lowest compared OMol25 entry of this formula, charge and spin) (kcal/mol) = 1.9
- 2S+1 = 5
- E_LUMO (spin up / spin down) (eV) = 0.118 / -2.513
- HOMO energy (spin up / spin down) (eV) = -6.9 / -9.4
- max |F| (eV/Å) = 7.16

Positions of all 24 atoms, in Å:
H 0.8677 2.0692 1.7608
O 1.9838 -3.7440 0.8631
Os -0.1971 0.2837 0.0398
H 2.2596 2.5820 -0.1664
C -1.8325 1.2896 1.0297
O 2.0783 -3.2839 -1.4733
C -2.1840 -0.5273 -0.3766
H 1.6080 0.4150 1.7993
C 1.1718 1.2002 1.1796
O 0.1709 -4.3883 -0.5584
O 0.5012 -2.0438 -0.0412
C -2.1042 -0.1188 0.9987
C -1.7003 1.7494 -0.3286
N 1.2169 1.0293 -1.1655
C 2.0239 1.4971 -0.0761
H 1.5540 0.7554 -2.0947
H 3.0253 1.0142 -0.0069
H -2.2487 -0.7504 1.8714
H -1.4991 2.7734 -0.6341
H -2.3684 -1.5370 -0.7315
C -1.9312 0.6242 -1.1995
Cl 1.2318 -3.4522 -0.3221
H -1.7425 1.9131 1.9181
H -1.8852 0.6498 -2.2855